Record 1
68
Properties=species:S:1:pos:R:3:forces:R:3 method="wB97M-V/def2-TZVPD" gap_ev="6.0 / 5.8" total_charge=+1 lumo_energy_ev="-5.122 / -5.274" total_energy_ev=-203980.05765
Pb 0.798 -0.179 -1.071 -0.41 -0.14 0.00
C -3.532 -2.039 -2.493 0.04 0.06 -0.04
C -2.450 -1.707 -1.503 -0.03 0.20 0.16
O -1.364 -1.345 -1.907 0.19 -0.53 0.03
C -2.756 -1.835 -0.038 0.08 -0.03 -0.12
C -3.938 -2.414 0.343 -0.06 -0.04 0.13
C -4.278 -2.625 1.694 -0.01 0.00 -0.13
C -3.406 -2.246 2.718 0.05 0.02 0.01
C -2.218 -1.654 2.397 -0.04 0.02 -0.06
C -1.834 -1.402 1.017 -0.10 0.03 -0.02
O -0.754 -0.817 0.823 0.11 -0.04 -0.03
H -3.163 -1.793 -3.485 -0.01 -0.01 0.00
H -4.436 -1.465 -2.289 0.00 0.01 0.01
H -3.784 -3.100 -2.456 0.00 -0.01 0.00
H -4.645 -2.734 -0.408 0.00 -0.01 0.00
H -5.223 -3.093 1.932 -0.01 0.01 0.00
H -3.677 -2.418 3.751 0.01 0.00 0.01
H -1.511 -1.328 3.146 0.01 0.00 0.01
Br 1.428 -2.109 -3.847 0.08 0.06 -0.03
C 3.161 -1.253 -3.830 0.00 -0.02 -0.02
Br 3.059 0.636 -3.435 0.02 -0.05 0.00
H 3.584 -1.349 -4.821 0.02 -0.03 0.02
H 3.760 -1.723 -3.062 -0.02 0.02 0.01
O 5.031 -1.081 1.249 -0.01 -0.04 0.00
S 3.706 -1.396 0.806 -0.17 0.17 0.06
O 3.510 -1.822 -0.554 0.06 0.00 -0.12
N 2.655 -0.122 0.977 0.12 -0.08 -0.04
C 2.803 0.897 1.786 0.15 0.13 0.17
C 3.817 1.049 2.789 -0.04 -0.07 -0.10
C 3.841 2.143 3.630 -0.01 0.01 0.00
C 2.887 3.135 3.520 0.02 0.00 0.02
C 1.865 3.060 2.535 0.02 0.04 0.06
C 0.897 4.073 2.411 0.02 0.03 0.02
C -0.058 3.960 1.445 -0.08 -0.02 -0.10
C -0.026 2.845 0.595 0.07 -0.08 0.10
N 0.875 1.881 0.679 0.09 0.01 0.23
C 1.805 1.969 1.654 0.02 0.02 -0.07
C 2.979 -2.616 1.850 0.01 -0.15 0.02
C 2.442 -2.293 3.090 0.04 0.00 -0.01
C 1.952 -3.307 3.896 0.00 0.01 -0.01
C 2.004 -4.626 3.466 -0.01 0.00 0.03
C 2.541 -4.938 2.225 0.01 -0.01 -0.03
C 3.029 -3.932 1.406 -0.06 0.03 0.03
H 4.571 0.283 2.873 0.01 -0.01 0.00
H 4.616 2.221 4.380 0.01 -0.01 0.00
H 2.909 3.992 4.180 -0.01 0.00 0.00
H 0.926 4.924 3.081 0.00 -0.01 0.00
H -0.830 4.704 1.315 0.00 0.00 -0.01
H -0.781 2.727 -0.162 -0.13 -0.03 -0.20
H 2.398 -1.266 3.428 0.02 0.02 0.00
H 1.533 -3.068 4.865 0.00 0.00 0.01
H 1.626 -5.415 4.102 0.00 0.00 0.00
H 2.580 -5.966 1.893 0.00 0.00 0.00
H 3.439 -4.157 0.431 0.01 0.00 -0.01
O -2.116 1.110 -1.270 -0.07 0.44 -0.03
C -1.457 1.599 -2.196 0.21 -0.65 0.43
O -0.188 1.366 -2.331 -0.09 0.56 -0.22
C -2.081 2.483 -3.212 -0.22 0.30 -0.29
C -1.305 3.202 -4.117 0.11 -0.12 0.06
C -1.904 4.044 -5.039 -0.09 0.01 -0.03
C -3.287 4.166 -5.070 0.02 -0.02 0.02
C -4.069 3.446 -4.176 0.02 0.04 -0.06
C -3.468 2.614 -3.248 0.05 -0.08 0.14
H -0.230 3.084 -4.091 0.01 0.02 0.00
H -1.297 4.604 -5.738 0.02 0.00 0.00
H -3.756 4.820 -5.793 0.00 0.00 0.00
H -5.147 3.540 -4.204 -0.01 0.00 0.01
H -4.058 2.056 -2.533 -0.01 0.01 0.00

---

Record 2
64
Properties=species:S:1:pos:R:3:forces:R:3 method="wB97M-V/def2-TZVPD" gap_ev=7.3 lumo_energy_ev=0.287 total_energy_ev=-94832.51469
Cd -0.243 0.298 -0.950 0.03 0.31 0.02
S 0.833 0.200 -3.192 -0.11 -0.16 0.04
C 2.295 1.121 -2.862 0.07 0.08 0.07
C 2.827 1.870 -3.927 -0.03 -0.03 0.03
C 3.986 2.611 -3.802 -0.03 -0.02 -0.01
C 4.675 2.636 -2.593 0.02 0.02 0.02
C 4.185 1.900 -1.533 -0.07 -0.01 -0.01
C 3.005 1.160 -1.649 0.17 0.04 0.04
S 2.494 0.205 -0.237 -0.11 -0.13 -0.06
C 2.349 1.468 1.061 -0.01 -0.15 -0.13
C 1.174 1.234 1.983 0.00 -0.03 -0.09
C 1.082 1.979 3.153 0.05 0.06 0.07
C -0.069 1.893 3.909 -0.01 0.00 0.00
C -1.098 1.068 3.478 -0.01 -0.02 -0.01
C -0.916 0.337 2.317 -0.03 0.02 0.10
C -2.011 -0.536 1.784 -0.18 0.07 -0.15
S -2.705 -0.006 0.170 0.40 -0.08 -0.11
C -3.201 1.679 0.415 -0.07 0.04 0.01
C -4.545 1.852 0.764 0.08 -0.01 0.03
C -5.087 3.110 0.923 -0.05 0.02 0.04
C -4.270 4.219 0.716 0.08 0.03 -0.02
C -2.949 4.060 0.351 -0.02 -0.13 -0.01
C -2.362 2.790 0.176 -0.03 -0.06 0.13
S -0.684 2.757 -0.308 -0.07 -0.01 -0.23
N 0.210 0.406 1.604 -0.04 -0.11 -0.07
H 2.284 1.857 -4.864 0.04 0.03 0.01
H 4.353 3.177 -4.649 -0.02 -0.02 0.02
H 5.586 3.210 -2.482 -0.03 -0.02 -0.02
H 4.724 1.887 -0.592 -0.01 -0.02 -0.03
H 2.207 2.429 0.561 -0.02 0.03 0.04
H 3.274 1.501 1.634 0.01 0.08 0.06
H 1.889 2.645 3.433 -0.02 -0.04 0.01
H -0.181 2.477 4.814 0.02 0.01 -0.01
H -2.028 0.996 4.025 0.00 0.02 -0.01
H -2.834 -0.589 2.492 -0.02 -0.06 0.04
H -1.652 -1.541 1.563 0.02 -0.02 0.09
H -5.161 0.971 0.905 0.01 0.02 -0.01
H -6.127 3.228 1.196 0.02 0.00 -0.01
H -4.673 5.219 0.829 0.01 -0.04 0.00
H -2.321 4.923 0.172 -0.04 0.03 0.01
O -0.344 -2.277 -0.661 0.03 0.18 0.04
S 0.572 -3.001 0.284 0.13 -0.30 -0.14
C 0.087 -4.728 0.224 -0.05 0.07 0.25
C 0.279 -5.490 1.366 0.04 0.01 0.01
C -0.059 -6.837 1.346 -0.04 -0.03 -0.05
C -0.602 -7.395 0.197 0.02 0.04 0.05
C -0.807 -6.612 -0.934 0.00 -0.02 0.02
C -0.463 -5.270 -0.925 -0.02 0.08 -0.15
C 2.142 -3.222 -0.563 -0.02 0.21 0.01
C 3.234 -3.689 0.153 0.00 -0.03 0.07
C 4.465 -3.768 -0.479 -0.03 0.00 0.04
C 4.597 -3.353 -1.799 -0.01 0.04 -0.05
C 3.495 -2.879 -2.497 0.00 0.00 0.04
C 2.252 -2.816 -1.880 -0.04 -0.02 0.00
H 0.690 -5.037 2.263 -0.04 -0.02 -0.04
H 0.089 -7.444 2.230 0.00 0.01 -0.01
H -0.878 -8.442 0.188 0.02 0.01 -0.02
H -1.234 -7.051 -1.827 0.00 0.01 0.02
H -0.622 -4.643 -1.796 0.02 -0.02 0.07
H 3.130 -3.973 1.196 0.01 0.01 -0.06
H 5.325 -4.135 0.067 -0.01 0.03 -0.02
H 5.569 -3.379 -2.276 -0.03 -0.03 0.00
H 3.594 -2.529 -3.516 0.02 -0.02 0.01
H 1.394 -2.407 -2.395 0.02 0.02 -0.01

---

Record 3
68
Properties=species:S:1:pos:R:3:forces:R:3 method="wB97M-V/def2-TZVPD" gap_ev=6.4 total_charge=-1 lumo_energy_ev=2.367 total_energy_ev=-127165.56003
C 3.831 3.362 -2.583 0.46 1.02 0.18
C 3.416 1.978 -2.712 -0.18 -1.82 -0.39
C 4.050 0.874 -3.227 -0.42 0.67 0.29
C 3.127 -0.209 -3.128 -1.23 0.16 0.44
C 1.973 0.306 -2.561 2.51 -0.12 -1.03
C 0.757 -0.338 -2.055 -0.31 -0.55 0.55
N 0.692 -1.745 -2.401 0.71 -0.49 0.08
C 0.438 -2.237 -3.739 -0.36 0.13 0.05
C 1.201 -2.540 -1.400 -0.38 -0.32 -0.05
O 1.255 -3.763 -1.404 0.26 1.08 -0.18
C 1.616 -1.578 -0.275 0.26 -0.51 -0.20
C 1.391 -2.187 1.105 -0.10 -0.26 -0.10
C 2.284 -1.651 2.201 0.07 -0.15 0.10
C 1.754 -1.372 3.469 0.20 0.03 -0.12
C 2.584 -0.939 4.504 0.19 -0.10 -0.21
C 3.961 -0.818 4.289 -0.10 -0.04 -0.16
C 4.503 -1.134 3.037 -0.29 -0.02 -0.07
C 3.666 -1.540 1.991 -0.13 0.12 0.53
N 0.814 -0.424 -0.591 -0.42 0.14 0.24
O 2.151 1.636 -2.280 0.49 -0.32 -0.59
H 4.822 3.452 -3.039 -0.14 0.11 0.09
H 3.152 4.057 -3.097 0.10 -0.16 0.19
H 3.918 3.654 -1.528 -0.10 0.09 -0.20
H 5.056 0.820 -3.633 -0.29 0.20 0.13
H 3.283 -1.241 -3.437 -0.11 0.37 0.14
H -0.122 0.188 -2.438 -0.04 -0.12 0.37
H 0.813 -3.263 -3.809 -0.07 0.21 0.07
H -0.640 -2.237 -3.946 0.19 -0.05 -0.02
H 0.934 -1.605 -4.485 -0.01 -0.11 0.13
H 2.685 -1.328 -0.426 -0.07 -0.46 -0.01
H 0.330 -2.078 1.369 0.32 0.03 -0.03
H 1.574 -3.269 0.994 -0.01 0.27 0.05
H 0.684 -1.516 3.642 0.38 0.13 -0.06
H 2.149 -0.715 5.479 0.17 -0.04 -0.25
H 4.614 -0.483 5.096 -0.16 -0.11 -0.20
H 5.579 -1.080 2.869 -0.25 0.06 0.09
H 4.079 -1.801 1.014 -0.01 0.09 0.35
H 1.141 0.412 -0.111 -0.17 -0.09 -0.37
O -1.412 -2.968 4.407 -0.40 0.28 -0.92
C -1.827 -2.355 3.516 0.62 -0.27 1.79
Co -2.426 -1.401 2.170 -0.42 -0.17 -0.75
C -2.128 -2.487 0.830 0.87 0.03 -1.76
O -1.973 -3.190 -0.077 -0.28 0.59 1.30
C -4.125 -1.528 1.750 -1.67 -0.33 -0.07
O -5.219 -1.676 1.400 1.03 0.17 0.30
C -1.159 0.060 1.821 3.36 -0.94 -0.82
C -1.560 0.999 0.877 1.32 -1.11 -2.56
C -1.395 1.353 -0.421 -0.28 0.73 0.56
C -2.554 1.796 -1.188 -0.39 0.91 -0.27
C -2.780 1.344 -2.512 -0.02 0.25 0.68
C -3.992 1.604 -3.148 0.05 0.27 0.14
C -4.991 2.337 -2.495 0.08 -0.21 0.13
C -4.761 2.829 -1.204 0.22 -0.01 -0.34
C -3.534 2.616 -0.587 0.01 -0.05 -0.30
Co -2.496 1.073 2.406 -4.00 1.10 2.45
C -2.827 0.310 3.984 0.24 0.26 1.95
O -3.026 0.107 5.108 0.07 -0.17 -1.28
C -4.212 1.258 1.964 -2.48 0.77 -0.51
O -5.338 1.449 1.792 1.73 -0.44 0.25
C -2.215 2.757 2.880 0.86 1.05 0.56
O -2.067 3.858 3.195 -0.32 -1.32 -0.48
H -0.133 -0.080 2.162 -0.18 0.28 0.21
H -0.436 1.306 -0.935 -0.71 -0.51 0.18
H -1.994 0.761 -2.995 -0.37 0.07 0.02
H -4.156 1.230 -4.160 -0.01 0.09 0.22
H -5.948 2.513 -2.983 0.19 -0.06 0.08
H -5.538 3.382 -0.678 0.15 0.00 -0.19
H -3.294 3.094 0.368 -0.23 -0.34 -0.38